[1]
# C42H49N4O6P2SSr

A molecular structure, C42H49N4O6P2SSr (ωB97M-V/def2-TZVPD, the OMol25 dataset).

XYZ file:
```
105
Properties=species:S:1:pos:R:3:forces:R:3
Sr -2.045518 0.403939 -1.467684 0.3 -6.9 1.9
N -1.749468 -2.224554 -1.726021 0.1 -0.4 0.1
C -2.897649 -3.096406 -1.463388 0.0 0.2 0.1
C -3.726710 -2.483964 -0.337276 0.2 0.1 -0.3
N -4.054847 -1.082349 -0.613315 -0.6 0.0 0.5
C -5.275790 -0.861576 -1.395065 0.1 -0.1 -0.2
C -5.037785 -0.950351 -2.907164 0.0 0.0 0.2
N -3.824596 -0.206369 -3.257072 -0.4 -0.1 -0.5
H -1.077588 -2.316103 -0.960995 0.1 0.0 -0.1
H -1.295435 -2.501556 -2.587854 0.1 0.0 0.1
H -3.493766 -3.171235 -2.371205 0.0 -0.1 0.0
H -2.596803 -4.107812 -1.167148 -0.1 0.0 -0.1
H -4.628465 -3.086478 -0.172172 0.0 0.0 0.1
H -3.115029 -2.488796 0.565411 -0.1 -0.1 0.0
H -4.156800 -0.620658 0.286358 0.0 -0.1 0.0
H -6.065504 -1.570773 -1.117144 -0.1 0.1 0.0
H -5.634890 0.146300 -1.173776 0.0 0.0 0.1
H -4.920224 -1.986895 -3.218937 0.0 0.0 0.0
H -5.929022 -0.563074 -3.411297 0.0 -0.1 0.0
H -3.583332 -0.341784 -4.231910 0.0 0.0 0.0
H -4.020287 0.784343 -3.161423 -0.3 0.0 -0.3
O 0.118410 -0.008712 -1.160810 1.7 -0.1 0.3
P 1.568877 0.197036 -0.873768 1.1 -0.4 0.2
C 2.474600 -1.408362 -0.809893 -0.6 0.2 0.3
P 1.780842 -2.563745 0.459717 0.4 -0.2 -0.1
O 0.322060 -2.395711 0.683225 -0.3 0.2 -0.1
C 2.714909 -2.372500 1.996718 -0.2 0.0 -0.2
C 3.910274 -1.681558 2.150311 0.0 -0.1 0.0
C 4.481045 -1.558713 3.408286 0.1 0.0 0.0
C 3.875848 -2.142258 4.510834 0.0 0.0 0.0
C 2.694749 -2.856989 4.359679 0.0 0.0 0.0
C 2.113089 -2.965642 3.108489 0.0 0.0 0.0
C 2.103509 -4.223306 -0.194189 0.0 0.3 0.0
C 2.833945 -5.191938 0.481169 0.1 0.1 0.0
C 2.890522 -6.485527 -0.020484 0.0 0.0 0.0
C 2.220355 -6.810089 -1.189030 0.0 0.0 0.0
C 1.495489 -5.841046 -1.872477 0.0 0.0 -0.1
C 1.435081 -4.551823 -1.374352 0.1 -0.1 0.0
C 2.359924 1.131238 -2.204501 -0.1 -0.1 0.2
C 3.073410 2.311147 -2.019964 0.0 0.0 0.0
C 3.608722 2.975446 -3.113178 0.0 0.0 0.0
C 3.428748 2.470504 -4.392058 0.0 0.0 0.1
C 2.692103 1.308912 -4.583271 0.0 0.0 -0.1
C 2.156380 0.642440 -3.495474 0.0 0.0 0.0
C 1.944214 0.965499 0.711364 -0.2 0.0 -0.2
C 3.232677 1.388556 1.039421 0.1 0.0 0.0
C 3.476497 1.965451 2.273343 0.1 0.0 0.0
C 2.440678 2.111267 3.186967 0.0 0.0 0.0
C 1.165665 1.665648 2.872834 0.0 0.0 0.1
C 0.913475 1.092166 1.635435 0.1 -0.1 -0.1
H 3.535831 -1.229186 -0.635520 0.0 0.0 0.0
H 2.369113 -1.885277 -1.786029 0.0 0.0 0.0
H 4.413178 -1.244069 1.298240 0.0 0.0 0.0
H 5.404675 -1.006892 3.526487 0.0 0.0 0.0
H 4.330239 -2.047062 5.488395 0.0 0.0 0.0
H 2.234170 -3.331108 5.216656 0.0 0.0 0.0
H 1.184421 -3.508065 2.974390 0.0 0.0 0.1
H 3.356324 -4.935343 1.394985 0.0 0.0 0.0
H 3.458863 -7.240668 0.506487 0.0 0.0 0.0
H 2.261946 -7.822260 -1.569342 0.0 0.0 0.0
H 0.977890 -6.094852 -2.788542 0.0 0.0 0.0
H 0.863396 -3.790462 -1.891574 -0.1 0.0 0.0
H 3.196359 2.727882 -1.029874 0.0 0.0 -0.1
H 4.159101 3.894912 -2.962641 0.0 0.0 0.0
H 3.854787 2.988983 -5.240515 0.0 0.0 0.0
H 2.528579 0.931047 -5.583771 0.0 0.0 0.0
H 1.554726 -0.247814 -3.641195 0.0 0.0 -0.1
H 4.048318 1.266020 0.335578 0.0 0.0 0.0
H 4.475335 2.298082 2.525056 0.0 0.0 0.0
H 2.635439 2.570311 4.147741 0.0 0.0 0.0
H 0.363551 1.763569 3.591480 0.0 0.0 0.0
H -0.065633 0.721129 1.372255 -0.1 0.0 0.1
O -2.111151 1.604219 0.541342 -0.3 0.6 1.0
C -2.917880 1.701179 1.706103 0.0 0.0 0.2
C -2.547703 0.590775 2.654679 0.1 0.1 0.1
C -2.349280 0.834720 4.007594 0.0 0.0 0.0
C -1.976133 -0.218806 4.827632 0.0 0.0 -0.1
C -1.799952 -1.470863 4.261147 0.0 0.0 0.1
C -2.041994 -1.619591 2.903405 0.0 -0.1 0.0
N -2.420830 -0.619038 2.115940 0.0 0.0 -0.1
H -2.595111 2.048012 -0.189636 -0.3 0.9 0.8
H -3.979319 1.609902 1.444706 0.0 0.0 -0.1
H -2.777412 2.668259 2.196562 0.0 0.0 -0.1
H -2.490013 1.831218 4.407542 0.0 0.0 0.0
H -1.817380 -0.058156 5.886034 0.0 0.0 0.0
H -1.491085 -2.315008 4.862315 0.0 0.0 0.0
H -1.925017 -2.583969 2.421162 0.1 0.0 0.0
C 0.641300 6.813087 0.475235 -0.1 0.0 0.0
C -0.149281 5.778803 -0.276862 0.0 0.0 0.0
C 0.404281 4.540781 -0.584277 0.0 0.0 0.0
C -0.295130 3.615771 -1.344460 0.0 0.0 0.0
C -1.567382 3.927828 -1.789972 0.0 -0.1 -0.2
C -2.152481 5.145036 -1.470241 -0.2 0.0 0.0
C -1.442847 6.063885 -0.718765 0.0 -0.1 0.0
S -2.518508 2.721644 -2.672287 -0.4 2.9 -1.3
O -3.277322 3.329886 -3.719847 0.0 0.1 0.1
O -1.574526 1.693618 -3.117702 0.6 1.7 -1.8
O -3.397820 2.150289 -1.603790 -1.1 1.7 -0.4
H 1.532342 6.380935 0.927684 0.0 0.0 0.0
H 0.040697 7.278842 1.256459 0.0 0.0 0.0
H 0.956818 7.601047 -0.211177 0.0 0.0 0.0
H 1.399671 4.295144 -0.232191 0.0 0.0 0.0
H 0.151633 2.666039 -1.604972 0.0 0.0 0.0
H -3.155583 5.356484 -1.820044 0.0 0.1 0.0
H -1.892786 7.017922 -0.473331 0.0 0.0 0.0
```
Positions in Å, forces in eV/Å.

Summary:
* net charge: +1
* gap between HOMO and LUMO: 0.356 Ha
* HOMO level: -0.4196 Ha
* spin multiplicity: 1

[2]
# C42H42BN5RuS2Sb2

A molecular structure, C42H42BN5RuS2Sb2 (ωB97M-V/def2-TZVPD, the OMol25 dataset).

XYZ file:
```
95
Properties=species:S:1:pos:R:3:forces:R:3
Ru 0.066733 -0.646949 0.662052 -0.4 0.6 0.2
C 1.861526 -3.291838 3.266414 0.1 0.1 0.1
N 2.723207 -2.187304 2.857192 -0.2 -0.2 -0.1
C 4.061407 -2.284639 2.546896 -0.1 0.0 0.0
C 4.471301 -1.036679 2.218162 0.0 0.1 0.1
N 3.397374 -0.189187 2.341968 0.2 0.2 0.0
B 3.408851 1.357677 2.111048 0.0 0.1 0.0
N 3.859473 1.587974 0.633829 0.0 0.1 -0.1
C 4.777190 2.546703 0.247321 -0.1 -0.3 0.2
C 4.864205 2.526549 -1.096687 -0.1 -0.1 -0.2
N 3.971062 1.568201 -1.536251 0.1 -0.1 -0.3
C 3.762523 1.198259 -2.930838 0.0 0.1 0.0
C 3.366256 0.999309 -0.467011 -0.1 0.6 0.3
S 2.230743 -0.295800 -0.673426 -0.5 -0.6 0.3
C 2.337622 -0.903456 2.696170 0.2 0.0 0.4
S 0.723238 -0.317411 2.929539 0.0 -0.5 -1.4
H 2.366783 -4.227770 3.042437 0.0 0.0 0.0
H 0.925173 -3.250458 2.718807 0.0 0.0 -0.1
H 1.653008 -3.238082 4.332915 0.0 0.0 0.0
H 4.598128 -3.218154 2.591118 -0.1 0.1 0.0
H 5.440403 -0.681306 1.908677 -0.1 0.0 0.1
H 4.214395 1.865258 2.854819 0.0 0.0 -0.2
H 2.299103 1.785689 2.239245 0.1 -0.1 0.2
H 5.289615 3.154688 0.974438 -0.1 -0.1 0.0
H 5.469814 3.104395 -1.774038 -0.1 -0.1 0.0
H 3.781895 2.097099 -3.543277 0.0 0.0 0.0
H 2.796514 0.710930 -3.029437 0.0 0.0 0.0
H 4.541502 0.517236 -3.269588 0.0 0.0 0.0
C -1.976069 3.133928 -0.230510 -0.1 -0.2 0.1
C -3.094575 2.663691 -1.160239 0.0 0.0 0.2
C -3.834813 1.414434 -0.691485 0.2 0.0 0.0
Sb -2.663633 -0.375682 -0.405787 -0.2 -0.1 0.2
C -2.515585 -0.435952 1.732507 0.2 -0.2 -0.1
C -2.111482 -1.637704 2.329687 -0.2 0.1 0.1
C -2.103659 -1.773188 3.718880 0.0 0.0 0.1
C -2.486863 -0.715455 4.517614 0.0 -0.1 0.0
C -2.868155 0.496091 3.934985 0.0 0.0 -0.1
C -2.878711 0.637026 2.560103 0.2 0.0 0.1
C -4.294926 -1.746906 -0.599788 0.1 -0.2 -0.3
C -4.815349 -1.916012 -1.886292 0.0 0.0 0.1
C -5.812045 -2.853247 -2.123446 0.0 0.0 0.0
C -6.283721 -3.640003 -1.081002 0.0 0.0 0.0
C -5.770651 -3.476584 0.198392 0.0 0.0 0.0
C -4.776174 -2.534815 0.443836 -0.1 0.1 -0.1
Sb -0.213862 1.878989 -0.238042 0.3 0.1 -0.5
C 1.181991 3.452386 0.032341 0.0 0.0 0.2
C 1.255729 4.022818 1.303586 0.0 0.1 -0.1
C 2.072158 5.123637 1.525544 0.0 0.0 0.0
C 2.815326 5.658238 0.479740 0.0 0.0 0.0
C 2.751543 5.084860 -0.781732 0.0 0.0 0.0
C 1.944311 3.975186 -1.007811 -0.1 0.1 0.1
C -0.160465 1.647366 -2.373461 0.1 0.1 0.0
C -0.060432 0.405583 -2.998810 0.0 0.2 -0.2
C -0.025379 0.313344 -4.384862 0.0 0.1 0.0
C -0.078370 1.463186 -5.164411 0.0 -0.1 0.0
C -0.185503 2.703294 -4.554422 0.0 0.1 0.0
C -0.236194 2.791776 -3.167774 -0.1 0.0 0.0
H -2.329936 3.237869 0.797521 0.0 0.0 0.0
H -1.584872 4.102282 -0.544244 0.0 0.0 0.0
H -2.699955 2.509423 -2.164459 0.0 0.0 0.0
H -3.829636 3.471694 -1.236051 0.0 0.0 -0.1
H -4.577168 1.109799 -1.429954 0.0 0.0 0.0
H -4.359118 1.589164 0.249718 0.0 0.0 0.0
H -1.870224 -2.496696 1.725054 0.0 -0.1 0.0
H -1.794742 -2.711084 4.164221 0.0 0.0 0.0
H -2.504653 -0.827120 5.594964 0.0 0.0 0.0
H -3.170885 1.326744 4.561409 0.0 0.0 0.0
H -3.192048 1.581142 2.132867 0.0 0.0 0.0
H -4.446293 -1.314087 -2.712429 0.0 -0.1 0.0
H -6.211316 -2.977909 -3.122112 0.0 0.0 0.0
H -7.050882 -4.381145 -1.266739 0.0 0.0 0.0
H -6.139885 -4.087492 1.013186 0.0 0.0 0.0
H -4.403241 -2.413621 1.451265 0.0 0.0 0.0
H 0.676283 3.616128 2.125102 0.0 0.0 0.0
H 2.121358 5.567407 2.512194 0.0 0.0 0.0
H 3.444642 6.522817 0.651888 0.0 0.0 0.0
H 3.326328 5.505062 -1.599229 0.0 0.0 0.0
H 1.903507 3.532028 -1.995109 0.0 0.0 0.0
H 0.013133 -0.500885 -2.422492 0.0 -0.2 0.1
H 0.045742 -0.661071 -4.852790 0.0 0.0 0.0
H -0.041049 1.390054 -6.244503 0.0 0.0 0.0
H -0.233914 3.603833 -5.155115 0.0 0.0 0.0
H -0.343312 3.768424 -2.705786 0.0 0.0 0.0
N 0.625782 -7.962831 -0.733696 0.0 0.1 0.0
C 0.506709 -6.825648 -0.613355 0.0 0.1 0.0
C 0.356812 -5.398206 -0.451468 0.0 -0.2 0.0
C 1.477463 -4.587665 -0.323025 0.1 0.0 0.0
C 1.324477 -3.217445 -0.157301 -0.2 -0.4 -0.1
C 0.057171 -2.625555 -0.092698 0.6 0.5 0.8
C -1.052706 -3.461101 -0.248822 0.1 -0.1 -0.2
C -0.912150 -4.827327 -0.430417 -0.1 0.0 -0.1
H 2.464761 -5.030457 -0.358908 0.0 0.0 0.0
H 2.216370 -2.614311 -0.093133 0.1 0.0 0.1
H -2.060405 -3.070745 -0.245953 -0.1 -0.1 0.0
H -1.785631 -5.452715 -0.559390 0.0 0.0 0.0
```
Positions in Å, forces in eV/Å.

Summary:
* net charge: +1
* gap between HOMO and LUMO (spin up / spin down): 0.219 / 0.233 Ha
* HOMO level (spin up / spin down): -0.3708 / -0.3748 Ha
* ⟨S²⟩: 0.76
* spin multiplicity: 2

[3]
# C4H2BrNOS

A molecular structure, C4H2BrNOS (ωB97M-V/def2-TZVPD, the OMol25 dataset).

XYZ file:
```
10
Properties=species:S:1:pos:R:3:forces:R:3
C 0.101877 0.692614 -0.199753 0.7 -0.4 0.2
C 0.812450 -0.253098 0.409073 1.6 1.3 0.6
C 2.341712 1.838940 0.395530 -1.3 2.7 -1.6
C -0.364703 2.691102 -1.291679 3.8 -0.4 1.2
N 0.566124 1.899749 -0.459898 1.6 0.8 0.8
O -1.394922 2.332832 -1.698203 -1.9 -0.7 -0.2
S 2.420801 0.330714 0.951562 -1.8 -0.8 -0.6
Br 0.447782 4.269638 -1.880332 0.3 0.8 0.0
H -0.850299 0.598017 -0.573944 -2.2 -1.2 -0.6
H 0.635401 -1.251063 0.555171 -0.8 -2.1 0.3
```
Positions in Å, forces in eV/Å.

Summary:
* gap between HOMO and LUMO: 0.322 Ha
* HOMO level: -0.3433 Ha
* spin multiplicity: 1

[4]
# C4H4Br12

A molecular structure, C4H4Br12 (ωB97M-V/def2-TZVPD, the OMol25 dataset).

XYZ file:
```
20
Properties=species:S:1:pos:R:3:forces:R:3
C -2.083557 -3.178554 2.009394 -1.0 0.3 0.1
Br -1.696527 -2.827144 3.861844 -0.1 -0.4 -1.1
Br -2.109647 -1.416884 0.958134 0.2 -0.8 0.2
Br -3.904147 -3.865914 1.628334 1.0 0.7 0.3
H -1.431797 -3.875494 1.482544 0.3 0.4 0.3
C -1.157457 1.496216 -1.033016 0.4 0.6 -1.9
Br -1.549007 3.191606 -0.156596 -0.1 -1.6 -0.4
Br 0.458813 0.547066 -0.418926 -0.9 0.3 0.2
Br -0.886347 1.809896 -3.028766 0.0 -0.1 1.4
H -1.933897 0.734646 -1.105506 -0.1 0.5 0.7
C 1.489153 -2.954974 0.166074 1.5 -1.8 0.3
Br 1.841193 -4.369364 1.591054 -0.8 1.2 -0.6
Br 0.271363 -3.728524 -1.129366 0.3 0.5 0.2
Br 3.326463 -2.656844 -0.542796 -1.4 0.4 0.1
H 1.041993 -2.052494 0.582824 0.4 -0.3 0.1
C 1.621133 4.633166 -0.995146 -0.6 -0.8 -0.2
Br 1.543343 6.487156 -1.523976 0.5 -0.6 0.2
Br 1.501343 4.373166 0.960894 0.6 0.2 -1.0
Br 2.951993 3.450716 -1.906326 -0.4 0.9 0.8
H 0.705593 4.202546 -1.400676 0.2 0.2 0.3
```
Positions in Å, forces in eV/Å.

Summary:
* net charge: +1
* gap between HOMO and LUMO (spin up / spin down): 0.290 / 0.113 Ha
* HOMO level (spin up / spin down): -0.4668 / -0.4658 Ha
* ⟨S²⟩: 0.76
* spin multiplicity: 2

[5]
# C4H9F3N2

2 unconnected molecules or ions with the total composition C4H9F3N2 (ωB97M-V/def2-TZVPD, the OMol25 dataset).

XYZ file:
```
18
Properties=species:S:1:pos:R:3:forces:R:3
C -0.514481 0.475142 0.125283 1.2 -1.7 -1.8
C -0.571237 -0.853994 0.132307 1.0 0.7 0.2
C -1.428771 -1.915376 0.559788 -2.0 -3.1 0.8
C 0.591972 1.411970 -0.369423 -0.2 -2.5 2.4
N 0.319155 2.734455 0.236064 -2.8 -0.9 1.4
N 1.110371 -1.728059 -0.580837 -1.9 2.1 1.9
F 2.087957 -1.565824 0.349587 0.2 0.1 -1.0
F 0.962065 -2.997638 -0.723431 0.1 -1.2 -0.5
F 1.483397 -1.211025 -1.751296 0.7 -0.2 0.3
H -1.501067 0.902924 0.128750 -0.7 0.1 0.7
H -2.126670 -2.274288 -0.240227 0.7 0.5 0.1
H -2.105498 -1.418814 1.303265 0.6 -0.4 -0.3
H -1.158877 -3.006507 1.063591 0.3 3.1 -1.0
H 1.559356 0.939942 -0.130620 -0.1 1.0 0.5
H 0.602394 1.436319 -1.394033 -0.3 0.6 -2.6
H -0.424643 2.578278 1.067123 1.7 1.0 -2.5
H 0.014830 3.405936 -0.489619 -0.2 0.0 0.7
H 1.099748 3.086557 0.713727 1.8 1.0 0.7
```
Positions in Å, forces in eV/Å.

Summary:
* net charge: +2
* gap between HOMO and LUMO: 0.373 Ha
* HOMO level: -0.7170 Ha
* spin multiplicity: 1